(1)
{"formula": "C25H26Cl46O3", "method": "ωB97M-V with the def2-TZVPD basis set", "orbital_gap_ev": 7.88, "max_force_ha_per_bohr": 0.0742, "homo_energy_ev": -9.459, "e_tot_ev": -608517.7356, "species": ["C", "C", "C", "C", "O", "C", "C", "Cl", "C", "O", "C", "C", "C", "O", "H", "H", "H", "H", "H", "H", "H", "H", "H", "H", "H", "C", "Cl", "Cl", "Cl", "H", "C", "Cl", "Cl", "Cl", "H", "C", "Cl", "Cl", "Cl", "H", "C", "Cl", "Cl", "Cl", "H", "C", "Cl", "Cl", "Cl", "H", "C", "Cl", "Cl", "Cl", "H", "C", "Cl", "Cl", "Cl", "H", "C", "Cl", "Cl", "Cl", "H", "C", "Cl", "Cl", "Cl", "H", "C", "Cl", "Cl", "Cl", "H", "C", "Cl", "Cl", "Cl", "H", "C", "Cl", "Cl", "Cl", "H", "C", "Cl", "Cl", "Cl", "H", "C", "Cl", "Cl", "Cl", "H", "C", "Cl", "Cl", "Cl", "H"], "xyz": [[2.628, -2.373, 4.305], [2.040, -2.246, 2.867], [0.508, -2.453, 2.850], [-0.185, -1.259, 2.181], [-1.470, -0.928, 2.746], [-2.354, -1.964, 2.844], [-3.214, -2.057, 3.922], [-3.146, -0.915, 5.221], [-4.237, -3.163, 3.968], [-5.353, -3.005, 4.496], [-3.834, -4.452, 3.294], [-2.969, -4.365, 2.239], [-2.487, -3.019, 1.769], [-2.253, -2.804, 0.548], [3.064, -3.356, 4.483], [1.837, -2.142, 5.021], [3.398, -1.604, 4.417], [2.483, -2.999, 2.219], [2.316, -1.265, 2.473], [0.099, -2.651, 3.844], [0.282, -3.337, 2.239], [-0.233, -1.359, 1.091], [0.439, -0.380, 2.365], [-4.244, -5.387, 3.657], [-2.670, -5.272, 1.722], [4.975, -2.001, -0.086], [5.572, -2.552, 1.485], [3.248, -2.316, -0.231], [5.317, -0.285, -0.318], [5.489, -2.557, -0.859], [0.977, -2.938, -3.889], [2.497, -3.823, -4.032], [0.273, -3.153, -2.287], [1.220, -1.225, -4.234], [0.284, -3.336, -4.619], [-0.526, 2.100, 0.418], [1.071, 2.213, 1.163], [-1.017, 3.667, -0.241], [-0.546, 0.870, -0.850], [-1.242, 1.817, 1.181], [-1.051, 6.705, 1.234], [0.388, 7.482, 0.563], [-1.062, 6.847, 2.992], [-2.522, 7.379, 0.531], [-1.006, 5.652, 0.983], [1.772, 0.815, -8.064], [2.547, 1.647, -9.415], [2.469, -0.789, -7.841], [1.899, 1.768, -6.581], [0.719, 0.700, -8.305], [4.473, 3.758, 3.071], [3.731, 5.190, 2.363], [3.982, 2.329, 2.157], [6.232, 3.900, 3.111], [4.121, 3.658, 4.090], [7.690, -5.539, 4.255], [6.746, -4.240, 3.518], [7.298, -7.091, 3.511], [9.417, -5.204, 4.131], [7.431, -5.593, 5.304], [0.269, 10.547, -1.609], [1.099, 10.141, -3.112], [0.787, 12.127, -1.014], [-1.481, 10.502, -1.827], [0.533, 9.805, -0.868], [-0.698, -7.222, 3.791], [-0.033, -7.308, 2.159], [-0.313, -5.672, 4.541], [-2.445, -7.492, 3.767], [-0.246, -8.005, 4.384], [-2.017, -1.035, -7.844], [-1.063, -0.575, -9.260], [-2.856, -2.561, -8.131], [-0.995, -1.134, -6.411], [-2.760, -0.267, -7.675], [3.940, 7.118, -1.968], [2.744, 6.664, -3.183], [3.271, 8.305, -0.845], [4.517, 5.698, -1.096], [4.782, 7.572, -2.474], [-6.474, -3.351, -9.130], [-7.380, -3.260, -7.617], [-7.280, -4.427, -10.272], [-6.257, -1.746, -9.826], [-5.497, -3.759, -8.911], [-10.909, -5.056, -7.591], [-11.424, -4.669, -9.234], [-12.288, -5.074, -6.490], [-10.053, -6.598, -7.551], [-10.225, -4.284, -7.264], [0.394, 1.567, 6.175], [1.607, 2.696, 5.554], [-0.332, 0.652, 4.863], [1.116, 0.481, 7.366], [-0.383, 2.141, 6.663], [1.020, 7.376, 6.141], [-0.672, 6.879, 6.072], [1.544, 7.581, 7.813], [2.032, 6.215, 5.283], [1.116, 8.328, 5.635]], "atomic_forces_ev_per_a": [[-0.1, 0.6, -0.8], [-0.1, -0.6, 0.9], [-0.1, -0.1, -1.0], [0.9, 0.3, 0.1], [-0.9, -1.0, -0.3], [-0.7, 0.3, 1.4], [1.2, 0.0, -1.4], [-0.5, -0.5, -0.5], [-2.2, 0.3, 0.9], [2.8, -0.5, -1.0], [1.3, 1.2, -1.3], [-1.3, -0.1, 1.6], [0.4, 0.1, -3.0], [-0.4, -0.5, 3.8], [-0.1, 0.0, 0.1], [0.2, -0.2, 0.2], [0.1, -0.3, 0.2], [0.2, 0.2, 0.1], [-0.2, -0.1, -0.1], [0.1, 0.3, 0.0], [0.0, -0.1, 0.3], [-0.3, -0.2, 0.2], [-0.4, 0.1, 0.1], [-0.1, 0.2, -0.1], [0.0, 0.3, -0.3], [-0.1, 0.2, 0.1], [-0.2, 0.3, -0.4], [0.0, 0.0, -0.4], [0.0, 0.0, 0.0], [0.0, 0.0, 0.0], [0.1, 0.1, 0.1], [0.0, 0.0, 0.0], [-0.1, 0.0, 0.0], [0.1, 0.0, 0.1], [0.0, 0.0, 0.0], [0.1, -0.2, 0.0], [-0.3, 0.0, -0.1], [0.0, -0.2, -0.2], [0.0, 0.0, 0.1], [0.0, 0.0, 0.0], [-0.1, 0.1, 0.1], [0.0, -0.1, 0.0], [0.0, 0.0, -0.2], [0.0, 0.0, 0.0], [0.0, 0.2, 0.1], [0.0, 0.0, 0.0], [0.0, 0.0, 0.0], [0.0, 0.0, 0.0], [0.0, 0.0, 0.0], [0.3, 0.0, 0.1], [0.0, 0.0, -0.1], [0.0, 0.1, 0.1], [0.3, -0.1, 0.2], [-0.1, 0.0, 0.0], [0.0, -0.1, 0.0], [0.0, 0.0, 0.0], [0.2, -0.4, 0.4], [0.0, 0.0, 0.0], [0.0, 0.0, 0.0], [0.0, 0.0, 0.0], [0.0, 0.1, -0.1], [0.0, 0.0, 0.0], [0.0, 0.0, 0.0], [0.0, 0.0, 0.0], [0.0, 0.0, 0.0], [0.0, 0.1, -0.1], [0.0, 0.0, 0.0], [0.0, 0.0, 0.0], [0.1, -0.2, 0.0], [0.0, 0.0, 0.0], [0.0, 0.0, 0.1], [-0.3, -0.1, -0.1], [0.0, 0.0, 0.0], [-0.1, 0.1, -0.2], [0.0, 0.0, 0.0], [-0.1, -0.2, 0.0], [0.0, 0.0, 0.0], [0.2, 0.1, 0.1], [0.0, 0.1, -0.1], [0.0, 0.0, 0.0], [-0.1, 0.0, -0.1], [0.0, 0.0, 0.1], [0.0, 0.0, 0.0], [0.0, 0.0, 0.0], [0.0, 0.0, 0.0], [0.0, 0.0, 0.0], [0.0, 0.0, 0.0], [0.0, 0.0, 0.0], [0.0, 0.0, 0.0], [0.0, 0.0, 0.0], [0.2, -0.1, -0.1], [-0.1, 0.0, 0.0], [0.1, 0.2, 0.1], [0.0, 0.0, 0.0], [0.0, 0.0, 0.0], [0.0, -0.1, 0.0], [0.0, 0.0, 0.3], [0.0, 0.0, -0.1], [0.1, 0.1, 0.0], [0.0, 0.0, 0.0]], "mulliken_charge": [-1.42, -0.07, -0.01, -0.58, -0.25, -0.27, 0.94, -0.15, 0.07, -0.56, -0.47, -0.22, 0.28, -0.62, 0.25, 0.37, 0.31, 0.21, 0.29, 0.38, 0.24, 0.13, 0.22, 0.37, 0.60, -0.20, -0.07, -0.05, -0.09, 0.38, -0.08, -0.13, -0.02, -0.09, 0.32, 0.00, 0.03, -0.19, -0.09, 0.20, 0.75, -0.07, -0.04, -0.13, -0.48, 0.52, -0.14, -0.09, -0.11, -0.20, 0.12, -0.04, -0.04, -0.13, 0.08, 0.01, -0.06, -0.13, -0.12, 0.30, 0.64, -0.11, -0.13, -0.12, -0.26, -0.11, -0.12, -0.07, -0.12, 0.42, -0.01, -0.14, -0.13, 0.00, 0.30, -0.04, -0.13, -0.10, -0.08, 0.35, 0.24, -0.12, -0.12, -0.11, 0.12, 0.25, -0.12, -0.13, -0.12, 0.11, -0.26, -0.03, 0.05, -0.14, 0.36, -0.03, -0.15, -0.13, -0.01, 0.30]}

---

(2)
{"formula": "C28H57N3O3PS2", "method": "ωB97M-V with the def2-TZVPD basis set", "orbital_gap_ev": 7.32, "charge": 1, "max_force_ha_per_bohr": 0.0468, "homo_energy_ev": -9.875, "e_tot_ev": -71524.7021, "species": ["C", "C", "C", "C", "C", "C", "C", "C", "C", "C", "C", "C", "C", "S", "C", "C", "C", "N", "N", "S", "C", "O", "O", "C", "C", "C", "C", "C", "C", "C", "P", "O", "H", "H", "H", "H", "H", "H", "H", "H", "H", "H", "H", "H", "H", "H", "H", "H", "H", "H", "H", "H", "H", "H", "H", "H", "H", "H", "H", "H", "H", "H", "H", "H", "H", "H", "H", "H", "H", "H", "H", "H", "H", "H", "H", "H", "H", "H", "H", "H", "H", "H", "H", "H", "N", "C", "C", "C", "C", "H", "H", "H", "H", "H"], "xyz": [[0.795, -5.407, 2.592], [1.948, -4.432, 2.375], [2.396, -4.190, 0.908], [2.131, -5.328, -0.089], [0.754, -5.324, -0.753], [0.590, -4.265, -1.853], [0.135, -2.930, -1.252], [-0.832, -2.124, -2.105], [-1.371, -0.963, -1.251], [-0.430, 0.250, -1.414], [-0.243, 1.075, -0.143], [-1.323, 2.139, 0.102], [-2.793, 1.791, -0.202], [-3.887, 0.888, 0.936], [-3.083, -0.598, 1.607], [-3.691, -1.857, 0.987], [-1.106, 2.784, 1.473], [-1.509, 1.950, 2.586], [0.352, 3.181, 1.709], [0.520, 4.718, 2.628], [-0.907, 4.960, 3.669], [1.642, 4.590, 3.467], [0.572, 5.754, 1.681], [1.215, 3.182, 0.487], [2.631, 3.699, 0.725], [1.159, 1.815, -0.270], [2.319, 0.844, 0.045], [2.618, 0.483, 1.514], [1.848, -0.756, 2.056], [1.147, -0.495, 3.407], [1.420, 2.368, -2.022], [0.351, 3.277, -2.483], [0.642, -5.503, 3.663], [-0.124, -4.983, 2.203], [0.986, -6.405, 2.222], [2.795, -4.694, 2.997], [1.602, -3.473, 2.760], [3.475, -4.060, 0.939], [1.994, -3.233, 0.585], [2.292, -6.262, 0.434], [2.872, -5.243, -0.880], [-0.025, -5.263, 0.000], [0.636, -6.292, -1.237], [-0.145, -4.625, -2.563], [1.568, -4.157, -2.313], [0.974, -2.289, -0.984], [-0.359, -3.157, -0.309], [-1.631, -2.734, -2.512], [-0.277, -1.707, -2.944], [-2.396, -0.721, -1.495], [-1.245, -1.286, -0.224], [-0.834, 0.855, -2.223], [0.512, -0.188, -1.705], [-0.159, 0.375, 0.685], [-1.100, 2.911, -0.634], [-2.812, 1.301, -1.164], [-3.299, 2.734, -0.372], [-2.004, -0.603, 1.533], [-3.345, -0.626, 2.658], [-4.688, -2.006, 1.388], [-3.811, -1.739, -0.079], [-3.098, -2.742, 1.203], [-1.759, 3.649, 1.520], [-1.164, 2.307, 3.472], [-1.078, 1.038, 2.473], [0.752, 2.476, 2.340], [-1.854, 4.919, 3.150], [-0.895, 4.177, 4.421], [-0.719, 5.890, 4.184], [0.749, 3.892, -0.192], [3.036, 3.417, 1.688], [3.318, 3.370, -0.035], [2.654, 4.780, 0.708], [3.236, 1.248, -0.378], [2.172, -0.097, -0.473], [3.662, 0.189, 1.533], [2.564, 1.319, 2.199], [2.571, -1.541, 2.232], [1.168, -1.142, 1.305], [1.662, -1.031, 4.193], [0.103, -0.793, 3.408], [1.166, 0.555, 3.692], [1.612, 1.240, -2.837], [2.671, 3.018, -2.003], [-2.399, 1.209, -6.366], [-2.442, 2.423, -6.993], [-1.870, 3.347, -6.161], [-1.460, 2.667, -4.983], [-1.800, 1.347, -5.142], [-2.752, 0.350, -6.746], [-2.874, 2.523, -7.974], [-1.756, 4.397, -6.373], [-0.972, 3.095, -4.119], [-1.669, 0.495, -4.494]], "atomic_forces_ev_per_a": [[0.3, 0.4, 0.6], [-0.4, 0.3, -0.5], [0.3, -0.4, 0.5], [-0.3, 0.8, 0.2], [0.5, -0.5, -0.4], [0.2, 0.2, 1.3], [-0.4, -0.3, -0.4], [0.1, 0.4, 0.3], [1.1, 0.0, -0.5], [-1.4, -0.6, 0.4], [0.8, 0.7, -0.7], [0.5, -0.1, 0.1], [0.5, -0.4, 0.2], [-0.3, 0.5, 0.2], [-0.5, -0.5, -0.3], [0.0, 0.2, 0.1], [-1.5, -0.8, 0.7], [0.9, -0.1, -0.3], [0.3, -0.3, 0.2], [-0.1, 2.2, 0.9], [-0.1, -1.5, 0.0], [0.8, -1.4, 0.9], [-0.7, 0.4, -1.6], [0.5, 0.1, -1.5], [0.0, 0.3, 0.6], [0.1, -0.6, 0.4], [0.1, 0.4, 0.5], [-0.1, -1.0, -0.4], [0.1, 0.8, 0.5], [0.0, -0.1, -0.4], [-0.3, 0.5, -0.3], [-0.3, 0.2, 0.1], [-0.1, -0.1, 0.2], [-0.2, -0.2, -0.3], [-0.1, -0.1, -0.3], [0.2, -0.3, 0.0], [0.1, 0.1, 0.2], [0.2, 0.2, 0.0], [-0.1, -0.1, -0.3], [0.1, -0.3, 0.0], [0.2, -0.2, -0.1], [-0.3, 0.1, 0.0], [-0.1, -0.2, 0.0], [-0.1, 0.1, -0.3], [0.0, 0.0, -0.6], [0.3, 0.0, 0.0], [-0.2, 0.0, 0.2], [-0.1, -0.2, 0.0], [-0.1, 0.0, -0.4], [-0.2, 0.0, 0.2], [-0.6, -0.1, 0.3], [0.3, 0.3, -0.2], [0.4, 0.1, -0.1], [0.0, -0.1, 0.3], [0.0, 0.2, -0.1], [0.1, -0.1, -0.3], [-0.4, 0.2, 0.2], [0.2, 0.2, -0.1], [0.2, 0.4, 0.3], [-0.1, -0.1, 0.1], [0.1, -0.1, -0.3], [0.1, -0.1, 0.0], [0.4, 0.6, -0.2], [-0.3, 0.0, 0.0], [-0.2, -0.2, 0.1], [-0.1, 0.0, 0.0], [-0.1, 0.4, -0.2], [0.0, -0.1, 0.2], [0.2, 0.4, -0.2], [-0.3, 0.3, 0.1], [0.1, -0.3, 0.2], [0.1, -0.3, -0.2], [-0.1, 0.3, 0.0], [0.2, 0.1, -0.1], [-0.2, -0.1, -0.2], [0.3, 0.2, 0.0], [-0.2, 0.3, 0.1], [0.1, -0.2, -0.2], [-0.2, 0.0, -0.1], [-0.1, -0.1, 0.3], [-0.2, -0.3, 0.0], [0.1, 0.3, 0.0], [0.3, -0.1, 0.3], [0.1, -0.4, 0.1], [0.0, 0.0, 0.0], [0.0, 0.0, 0.0], [0.0, 0.0, 0.0], [0.0, 0.0, 0.1], [0.0, 0.0, 0.0], [0.0, 0.0, 0.0], [0.0, 0.0, 0.0], [0.0, 0.0, 0.0], [-0.1, -0.1, -0.2], [0.0, 0.0, 0.0]], "mulliken_charge": [-1.36, -0.08, 0.96, -1.19, -0.65, -0.94, 0.67, -1.81, -0.20, -2.29, 2.42, -0.40, -1.50, -0.25, 0.70, -1.37, -0.43, -0.15, 0.45, 1.36, -1.00, -0.61, -0.62, -1.25, -2.19, 1.40, -1.80, -1.59, 0.83, -1.92, 0.40, -0.71, 0.45, 0.23, 0.31, 0.42, -0.10, 0.38, -1.05, 0.36, 0.53, 0.37, 0.39, 0.40, 0.40, -0.45, 0.26, 0.60, 0.39, 0.93, -0.48, -0.06, 0.94, -0.48, 0.33, 0.48, 0.62, -0.72, 0.60, 0.43, 0.33, 0.30, 0.61, 0.44, -0.30, 0.47, 0.33, 0.38, 0.46, 0.97, 0.41, 0.51, 0.61, 0.94, 0.25, 0.40, 0.78, 0.93, -0.69, 0.39, 0.28, 0.47, 0.13, 0.14, 0.06, -0.35, -1.12, 0.29, -0.78, 0.18, 0.40, 0.41, 0.64, 0.38]}

---

(3)
{"formula": "C6H9ClN2O3S", "method": "ωB97M-V with the def2-TZVPD basis set", "orbital_gap_ev": [8.16, 7.78], "max_force_ha_per_bohr": 0.0948, "homo_energy_ev": [-9.468, -9.357], "e_tot_ev": -38839.4631, "species": ["C", "C", "C", "C", "C", "C", "N", "N", "O", "O", "O", "S", "Cl", "H", "H", "H", "H", "H", "H", "H", "H", "H"], "xyz": [[1.977, 0.487, 1.109], [-0.522, 0.301, 0.395], [1.864, 1.658, 0.291], [-1.705, -1.899, 0.001], [-2.833, 0.230, -0.299], [-1.710, -0.482, 0.561], [0.715, 2.114, -0.257], [2.875, 2.531, -0.044], [3.711, -1.032, 0.020], [1.835, -2.207, 0.994], [-0.353, 1.311, -0.296], [2.349, -1.039, 0.333], [1.441, -0.973, -1.659], [-1.656, -1.994, -1.157], [-2.509, -2.543, 0.260], [-0.757, -2.378, 0.401], [-2.363, 0.415, -1.310], [-2.982, 1.182, 0.013], [-3.777, -0.447, -0.173], [-2.078, -0.369, 1.547], [3.733, 1.996, 0.087], [2.744, 3.138, -0.818]], "atomic_forces_ev_per_a": [[-2.1, -0.8, -0.9], [4.5, -0.4, 1.9], [-2.0, 0.6, -1.9], [3.5, -1.3, -1.0], [0.4, -3.1, -1.1], [-3.1, 0.6, -3.3], [2.3, 1.5, -0.3], [0.7, -2.7, 2.4], [2.6, 0.5, -0.6], [-0.4, 1.1, -0.4], [-2.2, -0.8, 0.5], [-2.3, -0.1, 0.5], [0.1, -0.2, 0.7], [0.1, 0.8, 2.0], [-1.0, 0.0, 0.8], [-1.1, 0.1, -0.6], [-1.2, -1.0, 0.6], [-1.0, 2.9, 1.4], [1.7, 1.5, -0.9], [0.3, -0.4, 1.4], [0.3, 1.1, -0.4], [-0.1, 0.2, -0.6]], "mulliken_charge": [-0.52, 0.01, 0.90, -1.26, -1.37, 0.46, -0.70, -0.45, -0.51, -0.50, 0.13, 1.05, -0.27, 0.26, 0.46, 0.29, 0.32, 0.47, 0.33, 0.34, 0.28, 0.27]}